68
Properties=species:S:1:pos:R:3 method="wB97M-V/def2-TZVPD" spin_multiplicity=1 charge=-1 homo_lumo_gap_ev="5.477 / 5.477" lumo_energy_ev="2.53 / 2.53" homo_energy_ev="-2.945 / -2.946"
C 1.480 2.759 1.758
H 0.645 2.959 2.428
H 2.868 -3.165 1.117
N -0.074 2.267 -0.031
C 0.452 4.518 0.236
H 0.162 -2.348 -5.027
H -1.256 -3.115 -4.285
O 0.491 -0.161 2.938
C -0.862 -3.079 -0.594
H 2.037 0.493 4.739
H 0.485 -2.442 2.935
C -0.641 -1.214 -3.370
C -0.372 0.028 -3.964
H 1.734 1.695 1.859
N -0.332 -2.407 0.371
H 2.328 3.386 2.011
C -1.838 -2.460 -1.534
H 0.220 3.130 -3.469
C -0.780 1.206 -3.363
H -2.157 -3.193 -2.282
H 3.007 3.611 -0.352
C -0.354 -2.504 -4.068
C -1.177 -0.833 4.593
H 2.221 -2.234 -0.273
H 1.881 3.138 -1.664
C -0.540 2.529 -4.013
H -1.407 -0.741 5.658
H -0.492 -3.914 2.563
H 1.566 -4.754 -0.382
H 0.395 -5.385 0.840
C 2.202 2.926 -0.629
Cl -2.953 1.749 2.524
C 2.073 -2.493 0.788
C 0.016 0.065 4.211
H -0.805 1.616 5.519
H -2.836 2.032 -0.823
C -0.951 -0.008 -1.398
C 1.254 -0.188 5.093
C 0.746 -3.213 0.964
O -0.447 -4.333 -0.769
H -0.968 -1.892 4.381
H 1.611 -1.202 4.895
H 2.062 -1.580 1.392
C 0.655 -4.529 0.193
H -2.409 3.081 -2.194
H 0.143 0.068 -4.949
H -0.133 2.405 -5.034
C -1.158 -1.225 -2.083
H 1.082 5.233 -0.315
C 0.481 -3.418 2.439
C 1.048 3.116 0.357
H -2.065 -0.531 4.018
H -2.619 -0.740 1.771
H 2.570 1.887 -0.583
H 0.174 4.933 1.219
O -0.810 4.319 -0.539
C -2.013 2.358 -1.478
H -2.724 -2.148 -0.953
C -1.319 1.167 -2.073
H 1.276 -4.060 2.837
H 0.280 2.238 4.236
H -1.422 3.190 -4.105
H 0.300 -3.163 -3.459
H 1.098 -0.046 6.161
C -0.954 3.007 -0.639
C -0.486 1.488 4.471
H -1.380 1.698 3.837
Bi -1.353 -0.051 0.851

***

194
Properties=species:S:1:pos:R:3 method="wB97M-V/def2-TZVPD" spin_multiplicity=2 charge=+1 homo_lumo_gap_ev="2.899 / 2.908" lumo_energy_ev="-6.54 / -6.54" homo_energy_ev="-9.439 / -9.449"
H -1.652 -3.911 -3.133
H -6.001 -2.648 2.935
H -9.049 2.757 1.028
F 0.855 2.492 -4.989
C 3.001 -5.517 6.241
H -3.196 3.092 4.720
H 4.407 1.032 1.003
O 0.462 5.216 -3.646
C 2.001 4.716 0.692
C -6.866 2.876 0.624
H -3.067 4.839 -0.209
H 4.317 -3.981 6.930
H 0.531 -4.627 2.473
C -8.302 2.142 0.526
C -3.136 3.796 -2.107
H 3.580 2.519 1.748
C 4.504 2.013 1.467
H -4.365 -8.194 -3.800
H -3.314 -4.220 -3.016
F 2.447 8.717 -7.273
H -4.264 1.982 -0.480
H 3.265 -2.302 -5.214
H 3.200 5.017 -3.639
H -5.029 4.865 1.929
H 1.214 -8.737 -3.590
C -3.575 2.658 0.026
H -1.528 2.323 2.380
H -2.183 -6.384 -0.417
H -3.476 2.818 -2.448
C 0.592 -5.324 3.309
O -2.244 -2.043 -0.823
H -8.667 1.900 -0.472
H -4.406 5.331 -2.954
C 1.612 4.208 -0.651
O 0.960 -6.709 5.612
H -2.063 3.749 -1.926
C -3.685 4.057 -0.651
P 3.962 2.594 -1.281
C -1.041 3.011 4.981
H 0.108 -9.254 -2.349
C -4.475 0.437 3.695
S -0.735 -0.782 1.841
F 2.539 6.946 -8.558
C 2.122 2.748 -1.008
H -2.463 -4.789 -4.513
H 0.361 -7.188 -5.592
H 3.582 -2.247 5.249
H 3.727 -5.744 8.331
C 2.835 -5.931 7.734
C 4.601 3.963 -2.296
H 4.570 -3.456 4.750
F 3.612 7.049 -6.574
H 1.994 -5.464 8.247
H -3.667 0.202 1.652
H -2.308 -9.513 -4.451
S 0.859 6.902 -6.397
C 1.159 5.824 1.152
H -0.798 -3.681 5.142
C 1.229 -4.599 4.572
H -1.843 4.101 2.404
F 1.487 -0.880 3.220
O 0.243 -1.559 -0.868
F 1.810 -0.043 1.225
H -8.333 1.208 1.087
C -5.138 3.869 2.359
C -2.295 3.459 4.229
O 0.970 7.805 -5.257
C -3.453 4.844 -3.161
H 1.526 2.383 -1.844
H 6.003 2.474 -4.492
H 0.099 5.582 1.067
H 6.498 1.358 1.772
H -6.741 2.674 2.871
H 1.791 -1.716 -4.454
F -1.066 -0.558 -3.429
C 4.844 4.379 -4.799
H -6.149 2.098 0.361
C 4.041 -6.378 5.481
H -6.786 3.805 0.060
N 1.691 -5.595 5.584
H 5.058 -6.076 5.728
H -1.673 2.208 6.775
H 4.764 4.849 -1.682
H 5.571 5.191 -4.815
H 0.003 -9.971 -3.947
H -2.851 -4.869 -0.823
F -2.695 0.264 -2.378
C 2.512 -3.800 3.995
C 5.775 1.909 2.374
C 2.478 7.336 -7.310
H 3.968 -0.461 -4.879
C 4.953 2.836 0.194
C -0.827 -7.954 -3.860
F -1.208 2.827 -4.380
H 1.376 6.660 0.488
N 1.076 5.457 -6.200
C 0.181 -9.037 -3.415
O 0.459 -6.341 -2.587
C 3.543 -3.325 5.091
F 0.835 1.214 2.764
H 5.551 3.649 3.513
H 3.953 -7.458 5.601
C -0.279 3.125 -5.287
C 1.006 -0.019 2.279
H -5.161 -1.181 4.833
C 0.272 -3.550 5.300
O -0.526 -2.244 1.859
N -0.809 -6.802 -2.924
C 3.337 -3.987 6.453
H -3.824 -1.531 3.620
C -4.781 -1.049 3.820
H 6.105 3.033 -6.178
H 4.261 4.450 -5.717
H -3.500 -7.159 -4.898
H 6.634 4.032 2.088
C -3.377 -6.794 -2.816
H 4.685 -1.257 -3.595
H -0.352 3.288 7.036
H -1.996 3.979 6.822
C -2.228 -8.674 -3.760
H -5.220 0.792 1.736
H -3.618 0.508 4.365
H 3.054 -4.423 3.283
H 1.639 4.921 -1.475
C -2.202 3.117 2.704
H -1.101 -7.888 -6.142
H -4.712 4.415 -0.579
H 2.103 -3.115 3.252
F -0.694 2.857 -6.449
C 4.313 1.045 -2.216
H -3.607 -7.280 -1.868
H 4.861 3.902 0.402
C -0.665 -7.383 -5.280
H 5.019 1.302 -3.005
C -2.401 -4.643 -3.435
C 3.714 -0.867 -3.900
H -7.310 4.094 2.285
H -0.164 3.504 4.562
H -2.552 2.280 0.030
H 0.570 3.899 -0.566
C 3.893 4.176 -3.660
S -1.121 -1.065 -0.744
H 1.354 6.054 2.199
H 2.629 0.950 -3.326
H 3.069 4.871 0.848
C -1.355 0.116 -2.302
C -6.548 3.354 2.042
H 2.782 -7.019 7.739
F -0.670 1.259 -2.304
H 2.780 -2.757 -3.476
H 5.967 2.597 -0.124
O -0.311 7.267 -7.232
H -2.353 4.547 4.239
H -2.679 5.576 -2.930
C -4.263 0.892 2.250
O -1.423 5.601 -5.185
C -2.027 -5.533 -1.082
H 3.296 3.308 -3.940
H 4.801 0.491 -1.414
H 4.620 2.476 -5.666
H 1.961 1.969 -0.263
H 1.308 -6.099 3.038
H -1.114 -6.390 -5.268
H -5.617 -1.418 1.716
H -5.244 0.959 4.264
H -0.775 1.963 4.842
C 6.292 3.284 2.803
N -1.298 -0.021 0.388
H 0.405 -2.587 4.806
C 5.485 3.017 -5.282
H -0.429 -5.581 3.592
S -0.085 5.027 -5.030
H 0.559 -3.374 6.337
H -6.723 -1.051 3.011
H 2.714 -3.473 7.185
H 1.824 3.833 1.306
C -3.406 -7.699 -3.955
C 2.825 -2.004 -4.262
C 3.255 0.209 -2.829
H -5.197 3.879 3.447
H 7.254 3.061 3.265
H -2.401 -9.160 -2.800
C -5.804 -1.588 2.776
H -1.078 -5.050 -0.848
C -2.104 -5.932 -2.585
P -3.800 2.673 1.847
O -1.531 -0.436 2.990
H 2.574 -0.174 -2.069
H 5.615 1.253 3.230
H 4.029 -6.141 4.417
H 5.607 3.661 -2.587
H -4.283 -6.230 -2.595
C -1.302 3.199 6.510
H -3.103 4.595 -4.163

***

177
Properties=species:S:1:pos:R:3 method="wB97M-V/def2-TZVPD" spin_multiplicity=1 charge=0 homo_lumo_gap_ev=10.039 lumo_energy_ev=0.09 homo_energy_ev=-9.945 de_lowest_ev=0.000 smiles="CCOS(C)(=O)=O.CCOS(C)(=O)=O.CCOS(C)(=O)=O.CCOS(C)(=O)=O.CCOS(C)(=O)=O.COP(=O)(OC)OC.COP(=O)(OC)OC.COP(=O)(OC)OC.COP(=O)(OC)OC.COP(=O)(OC)OC.COP(=O)(OC)OC"
O -28.661 4.190 13.478
P -24.797 2.849 16.603
H -21.800 11.140 16.272
C -18.704 -1.656 14.307
P -29.498 3.062 12.754
O -16.079 6.519 10.054
H -22.512 5.206 4.699
C -19.493 7.798 9.158
O -22.649 7.390 7.436
H -29.142 6.192 13.691
S -26.175 10.391 8.963
P -20.781 8.077 15.683
H -20.077 10.055 14.091
O -21.433 8.468 14.281
H -21.678 9.407 9.953
H -22.677 1.603 13.698
O -26.456 10.082 16.435
H -19.785 -0.941 16.000
H -22.312 1.581 11.929
H -23.355 11.113 9.343
S -23.937 4.881 11.054
H -29.347 0.101 14.532
H -26.175 5.580 8.777
H -18.760 0.304 15.301
C -28.718 5.527 12.942
H -22.966 9.369 11.280
O -25.743 1.779 15.951
P -17.508 6.188 9.521
H -21.389 2.518 16.480
H -29.410 -0.023 12.751
H -23.799 5.682 8.856
O -25.774 0.677 9.303
O -28.411 4.504 6.472
O -23.905 -0.894 9.003
H -29.046 2.899 7.628
H -23.562 9.688 8.310
O -26.943 5.532 4.815
C -25.155 4.349 14.469
O -25.152 4.210 15.881
O -21.423 6.937 16.315
C -20.782 9.476 13.498
H -21.224 4.341 13.333
H -25.400 0.737 6.708
O -28.918 2.976 11.288
O -19.253 7.888 15.316
H -19.244 5.801 15.463
O -28.896 1.826 13.525
H -28.917 6.254 4.844
H -24.259 9.523 3.454
H -20.302 5.860 13.393
C -21.553 5.689 11.672
H -22.790 9.626 16.507
O -23.408 2.403 16.024
H -25.271 12.570 8.848
H -19.252 -2.592 14.405
H -26.118 12.281 10.388
O -25.848 10.204 7.589
H -27.659 7.411 4.339
O -27.357 8.714 14.453
O -25.862 4.166 6.651
H -19.183 4.836 7.877
C -24.388 0.840 7.079
H -27.492 6.782 9.060
C -23.505 4.760 9.357
H -26.991 9.445 18.319
H -24.022 9.467 5.952
H -22.443 4.601 9.201
O -22.822 8.018 5.065
C -19.403 -0.542 15.060
O -24.967 9.875 9.845
O -17.210 5.435 8.166
H -25.277 9.241 17.922
H -22.630 4.809 6.488
C -28.882 3.975 7.710
H -25.399 7.574 13.390
H -18.195 6.656 16.632
O -20.053 2.168 13.821
H -25.822 9.270 4.299
C -26.294 9.178 17.532
H -18.529 5.967 6.658
C -22.716 9.245 10.228
H -30.706 0.795 13.608
H -26.449 8.145 17.217
H -17.697 -1.805 14.701
O -27.365 9.848 9.517
H -27.557 0.910 16.339
O -20.671 9.455 16.437
S -24.416 0.604 8.863
H -27.695 5.858 12.764
H -19.736 8.436 10.010
O -26.041 10.945 14.250
O -24.868 2.970 18.056
H -20.005 6.843 9.246
H -24.699 7.871 6.018
C -22.245 3.169 16.332
H -24.111 3.939 8.972
O -23.551 3.704 11.759
H -21.318 4.851 11.021
O -26.939 6.462 7.065
C -25.999 10.886 12.824
O -24.852 8.867 14.973
S -20.518 0.945 13.244
H -24.215 6.944 14.586
C -24.842 8.847 4.076
C -26.620 6.521 8.461
H -29.813 4.469 7.975
O -18.075 7.616 9.106
C -27.150 1.912 16.211
H -27.330 4.027 10.485
H -22.391 3.797 17.212
H -26.947 11.175 12.379
H -24.845 -4.043 8.467
H -20.232 8.994 12.687
C -27.512 3.127 11.071
H -25.905 7.320 8.664
H -17.999 4.247 6.711
C -21.260 5.411 13.138
H -27.331 2.447 17.144
C -24.143 8.553 5.372
H -21.017 6.575 11.343
H -18.597 -1.419 13.251
H -29.302 5.595 12.025
H -26.940 3.174 11.995
H -17.761 6.551 14.915
C -24.556 7.816 14.034
C -27.988 6.373 4.295
H -28.131 6.093 3.255
H -24.216 4.752 14.100
H -22.046 5.855 13.746
H -25.035 7.930 3.515
H -23.825 -3.430 9.737
C -26.146 12.124 9.315
H -23.942 1.820 6.942
H -25.359 3.403 13.955
H -22.011 3.831 15.497
H -23.709 8.143 13.434
H -25.728 -1.906 9.249
C -29.631 0.608 13.615
C -23.630 10.052 9.332
H -23.715 0.090 6.671
H -22.629 0.038 12.813
O -25.277 5.349 11.180
H -27.145 2.290 10.479
O -19.803 0.374 12.144
H -25.744 9.876 12.486
C -22.868 5.498 5.681
O -30.950 3.169 12.749
O -23.380 1.415 9.406
C -24.836 -1.926 8.623
H -21.859 10.375 17.828
H -27.061 12.507 8.869
C -15.136 7.170 9.196
H -23.956 5.595 5.676
H -15.455 7.204 8.157
H -22.940 8.194 10.016
C -18.587 6.655 15.617
P -26.278 9.554 14.974
O -20.634 -0.130 14.416
H -27.625 2.395 15.360
C -24.130 -3.253 8.703
O -22.974 6.042 11.523
S -22.176 7.058 6.119
H -25.208 -1.726 7.611
H -26.004 4.947 14.138
O -20.782 7.003 5.854
H -23.258 -3.331 8.060
H -19.852 8.328 8.276
H -25.154 11.476 12.465
C -18.304 5.112 7.291
O -18.366 5.450 10.437
C -22.237 1.047 12.872
C -21.883 10.170 16.758
H -14.961 8.181 9.565
P -26.951 5.077 6.308
H -28.151 4.057 8.515
H -21.540 10.133 13.077
H -14.181 6.649 9.251

***

14
Properties=species:S:1:pos:R:3 method="wB97M-V/def2-TZVPD" spin_multiplicity=1 charge=0 homo_lumo_gap_ev=8.947 lumo_energy_ev=1.05 homo_energy_ev=-7.901 de_lowest_ev=3.637 smiles="CC=C=N.C=N"
H -1.391 2.735 -0.266
C -1.300 -1.104 0.939
H -0.501 -1.691 1.384
H 2.764 1.642 -0.642
N -1.666 1.762 -0.386
C -1.057 0.730 -0.438
H -2.050 -1.863 0.840
C 2.501 0.540 -0.620
H -1.813 -0.418 1.755
H -0.561 -1.093 -1.160
H 3.098 -0.152 -1.183
H 1.294 -0.780 0.076
C -0.869 -0.503 -0.372
N 1.553 0.196 0.075

***

8
Properties=species:S:1:pos:R:3 method="wB97M-V/def2-TZVPD" spin_multiplicity=3 charge=0 homo_lumo_gap_ev="9.128 / 8.053" lumo_energy_ev="0.83 / -2.21" homo_energy_ev="-8.302 / -10.268" de_lowest_ev=2.273
H -1.519 -0.867 1.014
C 0.100 0.520 -0.516
C 1.947 -0.812 0.665
H -0.228 1.379 0.099
H 2.954 -1.103 0.865
H -0.183 0.525 -1.552
C 1.246 -0.221 -0.166
O -1.816 -0.966 0.106

***

7
Properties=species:S:1:pos:R:3 method="wB97M-V/def2-TZVPD" spin_multiplicity=1 charge=-1 homo_lumo_gap_ev="8.444 / 8.442" lumo_energy_ev="3.43 / 3.43" homo_energy_ev="-5.017 / -5.017" de_lowest_ev=0.012
N -0.285 0.680 1.187
O -1.072 0.170 1.792
O 0.910 0.108 -1.779
F -0.562 -1.980 -1.152
O 1.390 -1.190 0.228
S 0.404 -0.511 -0.563
F -0.849 1.798 0.132

***

no.,molar mass (g mol⁻¹)
1,646.004
2,1391.668
3,1461.255
4,84.122
5,56.064
6,132.067